Entry 1:
Here is C8H7Cl2F in the gas phase at a distorted geometry from the Open Molecules 2025 dataset. Energies are from ωB97M-V/def2-TZVPD.

Each line ends with the Mulliken charge.
Atoms and positions in Å:
F1 2.296721 -2.242085 0.542154  -0.24
C1 1.081363 -2.144966 0.111753  -0.32
C2 0.536876 -0.939011 -0.219245  0.11
C3 -0.791275 -1.271953 -0.581653  -0.74
C4 -1.811247 -0.546269 -0.104787  -0.80
C5 -1.545250 0.424337 0.947144  -0.28
C6 -0.310682 0.896034 1.185449  -0.45
C7 0.827053 0.625625 0.174914  -0.44
C8 0.824897 1.871442 -0.904833  0.09
Cl1 2.118301 1.846606 -2.108249  -0.17
Cl2 -0.664417 1.962064 -1.814163  -0.15
H1 0.714746 -3.090699 0.017730  0.48
H2 -1.041889 -2.090774 -1.106728  0.58
H3 -2.742710 -0.781506 -0.289893  0.68
H4 -2.213255 0.706896 1.654498  0.52
H5 0.117782 1.530206 2.024137  0.30
H6 1.801629 0.484452 0.625218  0.51
H7 0.801356 2.759603 -0.153447  0.33

Cartesian forces, eV/Å:
F 2.7 -0.1 1.3
C 1.1 4.9 -0.7
C 0.6 -0.4 0.3
C -2.2 3.5 1.2
C 4.1 1.2 1.5
C 3.0 0.0 -1.0
C 2.3 0.7 -0.2
C -0.8 -2.5 -1.1
C -0.3 -0.9 2.7
Cl 0.4 0.1 0.7
Cl -0.7 0.2 -0.2
H -1.8 -2.2 -0.6
H -0.4 -2.8 -2.0
H -4.7 -1.2 -1.1
H -2.6 0.5 1.7
H -1.5 -0.7 -0.8
H 0.3 1.0 0.2
H 0.6 -1.2 -1.8

As for the orbital gap: 8.55 eV. The LUMO energy comes out at 0.26 eV. Its molar mass is 193.05 g/mol. As for the total energy: -36168.0695 eV. The value obtained for the energy above the lowest of the compared OMol25 structures with the same formula, charge and spin is 0.0 kcal per mole. As for the SMILES: F/C=C1/C=CC=C[C@@H]1C(Cl)Cl. As for the HOMO energy: -8.29 eV.


Entry 2:
Here is a molecular structure, C5H10N2S at a distorted geometry from the Open Molecules 2025 dataset. Energies are from ωB97M-V/def2-TZVPD.

Each line ends with the Mulliken charge.
Atoms and positions in Å:
C1 0.482770 1.047501 0.495617  -0.04
C2 -0.886365 0.585145 -0.069380  -0.31
C3 -0.469621 -0.050565 -1.408412  -0.89
C4 0.684928 -0.494848 0.539410  -0.37
C5 -0.802001 -0.568849 0.893708  -0.10
H1 2.073263 2.250914 0.230107  0.25
H2 1.787788 1.370045 -1.076398  0.27
H3 0.391207 1.449772 1.524316  0.39
H4 -1.759521 1.260340 -0.045713  0.41
H5 -1.201909 -0.723730 -1.891332  0.32
H6 -0.212057 0.714252 -2.130095  0.34
H7 0.492292 -1.821674 -0.975074  0.32
H8 1.493969 -1.036702 1.070063  0.47
H9 -0.945098 -0.184631 1.905627  0.38
H10 -1.391674 -2.762886 1.607075  0.13
N1 1.327707 1.846735 -0.307390  -0.68
N2 0.749345 -0.815015 -0.906680  -0.64
S1 -1.815023 -2.065806 0.544552  -0.24

Cartesian forces, eV/Å:
C 0.0 -1.0 0.6
C -1.3 1.1 -0.8
C 0.3 -0.2 0.5
C 1.1 -0.8 -0.3
C -0.2 -0.7 0.9
H 0.1 0.3 0.3
H -0.4 -0.4 0.1
H 0.0 0.0 -0.7
H 0.4 -0.3 -0.2
H 0.2 0.3 0.5
H 0.3 0.1 -0.2
H 0.5 0.9 -0.1
H -0.6 0.5 0.0
H -0.3 -0.4 0.0
H 0.0 0.0 0.0
N 0.6 0.9 -0.4
N -0.9 -0.8 -0.3
S 0.4 0.6 0.2

As for the orbital gap: 9.64 eV. The LUMO energy comes out at 0.76 eV. Its molar mass is 130.22 g/mol. As for the total energy: -19161.4139 eV. The value obtained for the energy above the lowest of the compared OMol25 structures with the same formula, charge and spin is 34.4 kcal per mole. As for the HOMO energy: -8.88 eV.


Entry 3:
Here is C6H9ClO in the gas phase at a distorted geometry from the Open Molecules 2025 dataset. Energies are from ωB97M-V/def2-TZVPD.

Each line ends with the Mulliken charge.
Atoms and positions in Å:
C1 -1.216088 1.304886 -1.101646  -1.44
C2 -0.758158 0.468279 0.076024  0.04
C3 -1.032265 -1.334278 -0.237322  -0.29
Cl1 -1.931512 -2.430955 0.796984  -0.18
C4 0.521977 -1.417123 0.037363  0.37
O1 1.103425 -2.393090 0.341846  -0.51
C5 0.763992 0.061119 0.103705  0.27
C6 1.782491 0.383265 1.140474  -1.36
H1 -0.937092 0.947249 -2.133984  0.32
H2 -0.777980 2.319520 -1.087962  0.35
H3 -2.250717 1.495492 -1.129458  0.43
H4 -1.196120 0.723028 1.002135  0.45
H5 -1.346945 -1.676777 -1.224888  0.31
H6 1.235893 0.243791 -0.858593  0.22
H7 2.364633 -0.504215 1.310732  0.35
H8 1.295245 0.534424 2.088396  0.35
H9 2.379222 1.275383 0.876191  0.32

Cartesian forces, eV/Å:
C 1.6 0.6 -1.0
C 0.7 -3.8 -2.3
C 1.4 1.8 0.2
Cl -0.3 0.3 0.6
C -3.6 0.4 0.1
O 1.5 -0.9 0.3
C 0.0 -0.3 -1.0
C 0.0 1.2 0.6
H -0.1 -0.2 1.2
H 0.1 -0.3 0.3
H -1.5 -0.1 0.2
H -0.3 0.3 1.0
H 0.2 0.9 -0.3
H -0.2 0.5 -0.5
H 0.8 -0.2 -0.2
H -0.2 0.4 0.5
H -0.1 -0.6 0.3

As for the orbital gap: 10.23 eV. The LUMO energy comes out at 0.80 eV. Its molar mass is 132.59 g/mol. As for the total energy: -20936.0847 eV. The value obtained for the energy above the lowest of the compared OMol25 structures with the same formula, charge and spin is 36.1 kcal per mole. As for the SMILES: C[C@H]1[C@H](Cl)C(=O)[C@@H]1C. As for the HOMO energy: -9.43 eV.


Entry 4:
Here is C21H26N2O3S in the gas phase from the Open Molecules 2025 dataset. Energies are from ωB97M-V/def2-TZVPD.

Each line ends with the Mulliken charge.
Atoms and positions in Å:
C1 -0.732301 1.209729 -4.601548  -0.80
O1 -0.560785 0.747237 -3.270423  -0.43
C2 -0.254155 1.716708 -2.353739  0.48
O2 -0.141834 2.870561 -2.690534  -0.63
C3 -0.088204 1.198972 -1.004488  -0.10
C4 -0.226263 -0.122998 -0.616254  0.27
N1 -0.548781 -1.196732 -1.414045  -0.02
C5 -0.637203 -2.467800 -0.925416  0.66
O3 -0.443043 -2.711579 0.244797  -0.68
C6 -0.972012 -3.498177 -1.992205  -0.88
C7 -1.403055 -4.799380 -1.375579  0.50
C8 -2.730678 -5.199996 -1.417533  -0.46
C9 -3.123842 -6.387731 -0.825846  -0.59
C10 -2.193205 -7.181613 -0.178806  -0.41
C11 -0.868084 -6.783556 -0.126312  -0.60
C12 -0.474649 -5.599677 -0.722827  -0.30
S1 0.055959 -0.366783 1.061767  -0.07
C13 0.366520 1.332875 1.270490  0.52
C14 0.255457 2.029703 0.113398  -0.55
C15 0.501319 3.500234 0.096101  -1.24
C16 1.480302 3.872688 1.219505  1.64
C17 1.526464 5.396036 1.370640  -1.96
C18 2.888369 3.361962 0.865165  -1.84
N2 0.951363 3.345463 2.466522  -0.34
C19 0.677182 1.920047 2.610894  1.11
C20 -0.571896 1.793907 3.503466  -1.77
C21 1.834189 1.147462 3.270222  -1.64
H1 -1.547049 1.934798 -4.648793  0.30
H2 0.182357 1.687348 -4.957921  0.30
H3 -0.964596 0.333450 -5.202133  0.28
H4 -0.698718 -0.985602 -2.392730  0.40
H5 -1.753803 -3.099811 -2.641990  0.48
H6 -0.068665 -3.646889 -2.591899  0.37
H7 -3.463299 -4.581098 -1.916906  0.31
H8 -4.159727 -6.691178 -0.867509  0.37
H9 -2.500361 -8.107008 0.285575  0.38
H10 -0.138889 -7.397327 0.381579  0.37
H11 0.557967 -5.287607 -0.676029  0.35
H12 0.890575 3.808893 -0.872306  0.56
H13 -0.444981 4.022228 0.257567  0.39
H14 1.765657 5.863157 0.419342  0.35
H15 2.281651 5.684590 2.098821  0.46
H16 0.561606 5.762119 1.710587  0.46
H17 3.569246 3.516091 1.700787  0.38
H18 2.865384 2.303178 0.619165  0.34
H19 3.273595 3.903225 0.004494  0.45
H20 1.500305 3.671241 3.253199  0.41
H21 -0.843482 0.749310 3.629865  0.40
H22 -0.374769 2.232850 4.478030  0.41
H23 -1.400690 2.326596 3.045796  0.37
H24 2.735205 1.203993 2.665277  0.35
H25 2.046004 1.564696 4.253074  0.45
H26 1.562343 0.101201 3.387648  0.42

Cartesian forces, eV/Å:
C 0.0 0.3 -0.3
O 0.0 -0.1 0.4
C 0.0 0.1 -0.3
O -0.1 -0.2 0.0
C 0.0 -0.4 0.3
C 0.1 0.2 0.1
N 0.0 0.1 -0.2
C -0.1 0.0 -0.4
O -0.1 -0.3 -0.1
C 0.0 -0.2 0.3
C 0.0 0.0 -0.1
C 0.1 0.1 0.0
C -0.1 -0.1 0.0
C -0.1 -0.1 0.0
C 0.1 0.0 0.0
C 0.0 0.0 0.0
S 0.1 0.7 0.1
C -0.1 -0.1 -0.5
C 0.0 -0.1 0.3
C 0.2 0.1 0.1
C 0.1 0.3 -0.3
C -0.1 -0.3 -0.1
C -0.3 0.1 0.0
N -0.1 0.1 0.2
C -0.1 -0.3 0.4
C 0.2 0.0 -0.2
C -0.1 0.2 -0.2
H 0.1 -0.1 0.0
H -0.1 -0.1 0.0
H 0.0 0.0 0.0
H 0.0 -0.1 0.1
H 0.1 0.0 0.0
H 0.0 0.1 -0.1
H -0.1 0.1 -0.1
H -0.1 0.0 0.0
H 0.0 -0.1 0.0
H 0.1 0.0 0.0
H 0.1 0.0 0.0
H 0.0 0.1 0.1
H 0.0 0.1 0.0
H 0.1 0.1 -0.1
H 0.1 0.1 0.1
H -0.1 0.0 0.0
H 0.1 0.0 0.1
H 0.1 -0.1 0.0
H 0.1 0.1 -0.1
H 0.0 0.0 0.0
H -0.1 -0.1 0.1
H 0.0 0.0 0.2
H -0.1 0.0 0.0
H 0.1 0.0 -0.1
H 0.0 0.0 0.1
H 0.0 -0.1 0.1

As for the orbital gap: 8.42 eV. The LUMO energy comes out at 0.46 eV. Its molar mass is 386.52 g/mol. As for the total energy: -42158.4538 eV. The value obtained for the energy above the lowest of the compared OMol25 structures with the same formula, charge and spin is 15.1 kcal per mole. As for the SMILES: COC(=O)c1c(NC(=O)Cc2ccccc2)sc2c1CC(C)(C)NC2(C)C. As for the HOMO energy: -7.96 eV.


- Number 2 is which compound?
  C5H10N2S